# 1
ORCA calculation (ωB97M-V/def2-TZVPD) on a molecular structure, C44H36F4N4O9PTeTi.

Element x y z (Å)
Ti -0.17 -0.03 0.10
C -3.57 1.29 -3.92
C -2.55 1.26 -2.77
N -2.64 0.13 -1.85
C -3.97 0.00 -1.24
C -4.54 1.31 -0.71
C -2.24 -1.14 -2.47
C -0.77 -1.62 -2.17
N 0.11 -0.52 -1.78
C 0.78 0.18 -2.73
C 1.21 1.47 -2.36
F 0.78 1.87 -1.12
C 1.84 2.36 -3.18
F 2.12 3.59 -2.75
C 2.19 1.98 -4.47
C 1.82 0.71 -4.86
F 2.13 0.30 -6.10
C 1.13 -0.16 -4.05
F 0.80 -1.36 -4.57
H -3.49 2.25 -4.43
H -3.37 0.50 -4.64
H -4.59 1.17 -3.56
H -1.56 1.27 -3.21
H -2.64 2.17 -2.17
H -4.69 -0.43 -1.96
H -3.88 -0.71 -0.41
H -3.78 1.86 -0.16
H -5.35 1.09 -0.01
H -4.92 1.94 -1.51
H -2.91 -1.92 -2.10
H -2.36 -1.08 -3.55
H -0.79 -2.35 -1.37
H -0.40 -2.15 -3.04
H 2.72 2.65 -5.13
O -2.50 1.03 2.25
C -1.47 1.57 1.90
O -0.96 1.51 0.68
C -0.69 2.42 2.85
C -1.37 3.28 3.71
C -0.66 4.07 4.59
C 0.73 3.98 4.63
C 1.40 3.11 3.79
C 0.70 2.32 2.87
P 1.65 1.16 1.74
C 2.28 0.07 3.09
C 3.51 -0.59 3.08
C 3.84 -1.47 4.10
C 2.95 -1.72 5.13
C 1.72 -1.10 5.13
C 1.38 -0.21 4.12
C 2.87 2.47 1.31
C 2.34 3.62 0.71
C 3.18 4.63 0.26
C 4.55 4.51 0.43
C 5.08 3.39 1.06
C 4.24 2.38 1.49
H -2.45 3.30 3.67
H -1.18 4.76 5.25
H 1.29 4.59 5.33
H 2.48 3.03 3.84
H 4.19 -0.46 2.26
H 4.79 -1.99 4.05
H 3.22 -2.42 5.92
H 1.00 -1.30 5.92
H 0.40 0.25 4.14
H 1.27 3.72 0.59
H 2.76 5.50 -0.23
H 5.21 5.30 0.07
H 6.15 3.30 1.21
H 4.67 1.51 1.98
O -2.88 -2.78 0.63
C -1.79 -2.31 0.83
O -1.52 -1.02 0.68
C -0.62 -3.15 1.22
C -0.87 -4.43 1.71
C 0.19 -5.23 2.08
C 1.50 -4.80 1.91
C 1.76 -3.56 1.35
C 0.69 -2.67 1.06
O 0.93 -1.43 0.67
N 3.11 -3.26 1.04
O 4.03 -3.55 1.86
O 3.34 -2.71 -0.09
N -0.06 -6.55 2.61
O 0.90 -7.23 2.94
O -1.22 -6.92 2.72
H -1.89 -4.77 1.81
H 2.33 -5.44 2.17
Te 3.21 -0.31 -0.46
C 5.23 0.03 -1.07
C 5.50 0.31 -2.41
C 6.79 0.50 -2.86
C 7.86 0.42 -1.97
C 7.61 0.13 -0.64
C 6.31 -0.06 -0.19
H 4.67 0.37 -3.11
H 6.98 0.71 -3.91
H 8.87 0.57 -2.32
H 8.43 0.05 0.06
H 6.13 -0.31 0.85

The calculation puts the HOMO energy (alpha / beta) at -0.13697 / -0.12972 hartree. The spin multiplicity is 1. The energy is -121166.0561 eV. As for the net charge: -1. Its lowest unoccupied orbital energy (alpha / beta) is 1.658 / 1.618 eV. The HOMO-LUMO gap (alpha / beta) comes out at 5.4 / 5.1 eV.



# 2
ORCA calculation (ωB97M-V/def2-TZVPD) on a molecular structure, C2H4InO4S.

Element x y z (Å)
In 17.11 -7.06 8.17
C 14.91 -1.25 9.64
C 14.85 -1.81 11.06
O 15.67 -2.92 11.07
S 16.76 -2.91 9.82
O 17.07 -4.23 9.44
O 17.72 -1.93 10.12
O 15.59 -2.21 8.89
H 15.66 -0.35 9.63
H 13.97 -1.06 9.07
H 13.79 -2.25 11.15
H 15.19 -1.10 11.85

The calculation puts the HOMO energy at -0.84758 hartree. The spin multiplicity is 1. The energy is -26294.8636 eV. As for the net charge: +3. Its lowest unoccupied orbital energy is -20.442 eV. The relative energy (zero: lowest compared OMol25 entry of this formula, charge and spin) is 0.0 kJ/mol. The HOMO-LUMO gap comes out at 2.6 eV.



# 3
ORCA calculation (ωB97M-V/def2-TZVPD) on 2 unconnected molecules or ions with the total composition C4H12.

Element x y z (Å)
C 0.72 0.61 3.03
C 0.19 1.41 1.75
H 1.64 1.11 3.42
H -0.08 0.41 3.77
H 1.03 -0.36 2.68
H -0.73 1.06 1.37
H 0.95 1.54 1.00
H -0.02 2.43 1.96
C -0.90 -0.47 -2.18
C 0.05 -1.66 -2.53
H -1.37 -0.01 -3.15
H -1.74 -0.66 -1.39
H -0.39 0.37 -1.72
H -0.45 -2.64 -2.19
H 1.03 -1.41 -2.14
H 0.07 -1.75 -3.66

The calculation puts the HOMO energy at -0.42372 hartree. The spin multiplicity is 1. The energy is -4341.6763 eV. Its lowest unoccupied orbital energy is 1.072 eV. As for the structure (SMILES): CC.CC. The relative energy (zero: lowest compared OMol25 entry of this formula, charge and spin) is 82.2 kJ/mol. The HOMO-LUMO gap comes out at 12.6 eV.



# 4
ORCA calculation (ωB97M-V/def2-TZVPD) on a molecular structure, C13H19ClFeOSi.

Element x y z (Å)
C 1.25 2.44 -0.97
C 2.43 1.64 -1.32
C 3.09 1.29 -0.11
H 2.84 1.51 -2.33
C 2.26 1.66 0.98
C 1.07 2.25 0.49
H 0.28 2.66 1.08
H 0.53 2.88 -1.66
H 4.14 0.90 -0.02
H 2.55 1.58 2.03
Fe 0.09 0.90 -0.82
Cl -0.19 0.03 -2.83
C 0.91 -2.56 -0.11
C 1.61 -2.26 1.09
C 2.96 -1.88 0.73
H 1.19 -2.18 2.10
C 3.05 -1.91 -0.71
C 1.76 -2.34 -1.20
H 1.47 -2.34 -2.23
H -0.14 -2.75 -0.18
H 3.72 -1.46 1.42
H 3.87 -1.52 -1.34
C -3.10 -1.35 -0.56
Si -2.37 0.09 0.48
C -3.01 1.67 -0.42
C -2.99 0.00 2.25
O -0.78 0.04 0.69
H -4.20 -1.37 -0.54
H -2.74 -2.30 -0.18
H -2.83 -1.24 -1.61
H -4.10 1.76 -0.39
H -2.59 2.57 0.05
H -2.74 1.64 -1.47
H -2.64 -0.94 2.69
H -2.58 0.85 2.82
H -4.08 0.05 2.12

The calculation puts the HOMO energy (alpha / beta) at -0.14869 / -0.15352 hartree. The spin multiplicity is 6. The energy is -70625.4772 eV. The expectation value of S² is 8.80. As for the net charge: -1. Its lowest unoccupied orbital energy (alpha / beta) is 3.306 / 1.530 eV. The relative energy (zero: lowest compared OMol25 entry of this formula, charge and spin) is 40.3 kJ/mol. The HOMO-LUMO gap (alpha / beta) comes out at 7.4 / 5.7 eV.



# 5
ORCA calculation (ωB97M-V/def2-TZVPD) on C5H8OS2 in the gas phase.

Element x y z (Å)
S 2.87 -1.20 -0.06
C 1.78 0.23 -0.30
C 0.42 0.06 0.36
O -0.33 1.29 0.09
C -1.73 1.00 -0.27
C -1.81 -0.40 0.29
S -1.80 -2.16 -0.07
C -0.52 -0.92 -0.30
H 3.04 -1.06 1.26
H 1.68 0.34 -1.38
H 2.24 1.15 0.07
H 0.54 -0.08 1.45
H -2.36 1.73 0.25
H -1.85 1.07 -1.35
H -1.73 -0.32 1.36
H -0.46 -0.72 -1.38

The calculation puts the HOMO energy at -0.33995 hartree. The spin multiplicity is 1. The energy is -29029.4995 eV. Its lowest unoccupied orbital energy is 0.758 eV. As for the structure (SMILES): SC[C@H]1OC[C@H]2S[C@H]12. The relative energy (zero: lowest compared OMol25 entry of this formula, charge and spin) is 307.0 kJ/mol. The HOMO-LUMO gap comes out at 10.0 eV.



# 6
ORCA calculation (ωB97M-V/def2-TZVPD) on a gas-phase ion, C4H9N4O2 (charge +1).

Element x y z (Å)
C 1.27 1.48 -0.53
C -0.44 0.05 0.90
C -1.22 -1.11 -1.08
C -1.09 -1.17 0.40
N 0.14 2.06 -0.39
N 1.36 0.24 -0.08
N 2.52 -0.60 0.18
N -0.82 1.38 0.44
O 3.55 -0.14 -0.23
O 2.29 -1.62 0.70
H 2.00 2.08 -1.11
H -0.24 0.13 1.99
H -1.14 -0.09 -1.43
H -2.28 -1.37 -1.25
H -0.54 -1.78 -1.58
H -0.75 -2.06 0.93
H -2.10 -1.05 0.82
H -1.73 1.54 -0.02
H -0.78 2.01 1.33

The calculation puts the HOMO energy at -0.53653 hartree. The spin multiplicity is 1. The energy is -14335.0430 eV. As for the net charge: +1. Its lowest unoccupied orbital energy is -5.168 eV. The relative energy (zero: lowest compared OMol25 entry of this formula, charge and spin) is 690.9 kJ/mol. The HOMO-LUMO gap comes out at 9.4 eV.



# 7
ORCA calculation (ωB97M-V/def2-TZVPD) on a molecular structure, C4H11N3O.

Element x y z (Å)
C 0.51 0.56 0.86
C -0.87 0.32 1.42
C 1.02 0.40 -1.27
C -1.24 -0.27 0.12
N -1.99 0.50 -0.76
N 1.49 -0.30 1.44
N 1.00 -0.89 -1.64
O -0.95 -1.48 -0.21
H 0.80 1.61 0.88
H -2.34 0.00 -1.56
H -2.63 1.17 -0.36
H 2.35 -0.35 0.89
H 1.14 -1.24 1.53
H -0.03 -1.41 -1.07
H 1.85 -1.38 -1.38
H -0.90 -0.39 2.24
H -1.41 1.24 1.67
H 0.21 1.01 -1.65
H 1.99 0.89 -1.15

The calculation puts the HOMO energy at -0.25264 hartree. The spin multiplicity is 1. The energy is -10841.5280 eV. Its lowest unoccupied orbital energy is 0.813 eV. The relative energy (zero: lowest compared OMol25 entry of this formula, charge and spin) is 355.4 kJ/mol. The HOMO-LUMO gap comes out at 7.7 eV.



# 8
ORCA calculation (ωB97M-V/def2-TZVPD) on a molecular structure, C50H47BClF5LaN5O2S4Te.

Element x y z (Å)
La 0.27 0.25 0.21
S -4.11 2.56 -3.49
C -5.40 3.40 -4.23
C -5.65 4.58 -3.60
C -4.77 4.81 -2.51
C -3.87 3.79 -2.33
C -2.82 3.69 -1.30
C -1.99 2.58 -1.20
N -1.01 2.47 -0.29
C -0.78 3.49 0.60
C -1.62 4.65 0.57
C -1.35 5.71 1.53
C -0.35 5.62 2.41
C 0.52 4.46 2.44
C 1.56 4.35 3.33
C 2.38 3.20 3.35
C 2.08 2.20 2.44
N 1.09 2.27 1.55
C 0.27 3.39 1.53
C 3.50 3.03 4.29
C 4.29 1.93 4.51
C 5.28 2.15 5.51
C 5.23 3.40 6.03
S 3.98 4.32 5.31
C -2.61 4.72 -0.36
H -5.91 2.97 -5.07
H -6.43 5.27 -3.90
H -4.80 5.69 -1.88
H -2.09 1.75 -1.89
H -2.00 6.58 1.51
H -0.16 6.42 3.12
H 1.73 5.17 4.03
H 2.67 1.29 2.40
H 4.15 0.98 4.00
H 5.99 1.39 5.82
H 5.86 3.83 6.80
H -3.25 5.60 -0.38
F 2.98 -2.41 2.69
B 2.04 -1.71 2.02
F 1.16 -1.04 2.87
F -2.46 -1.17 2.33
C -1.82 -0.14 1.68
F -1.62 0.80 2.69
F -2.88 0.40 0.91
Cl -0.45 -2.08 -0.99
S -2.87 -1.14 -4.16
C -3.26 -2.05 -2.82
N -3.50 -1.62 -1.59
C -3.87 -2.58 -0.56
C -3.39 -3.94 -1.07
S -3.44 -3.80 -2.88
H -3.26 -0.68 -1.32
H -4.95 -2.57 -0.41
H -3.38 -2.31 0.38
H -4.04 -4.75 -0.74
H -2.36 -4.14 -0.77
C 1.91 3.01 -2.25
N 1.47 2.30 -3.44
C 1.89 2.81 -4.73
C 0.65 1.24 -3.36
O 0.18 0.79 -2.33
H 2.96 3.26 -2.36
H 1.80 2.38 -1.38
H 1.33 3.92 -2.11
H 2.97 2.93 -4.75
H 1.42 3.77 -4.94
H 1.60 2.10 -5.51
H 0.42 0.78 -4.33
C 1.83 -6.80 6.94
C 1.45 -6.01 5.72
C 0.47 -5.03 5.77
C 0.09 -4.31 4.64
C -0.96 -3.24 4.82
C 0.72 -4.58 3.43
Te 0.07 -3.50 1.72
N 2.27 -0.89 0.85
C 2.82 -1.01 -0.37
O 2.65 -0.11 -1.22
C 3.55 -2.27 -0.76
C 3.30 -2.79 -2.03
C 3.90 -3.97 -2.43
C 4.78 -4.63 -1.57
C 5.04 -4.10 -0.31
C 4.42 -2.92 0.10
C -0.06 -5.22 0.53
C 0.66 -5.26 -0.67
C 0.59 -6.38 -1.48
C -0.19 -7.46 -1.10
C -0.91 -7.41 0.08
C -0.88 -6.28 0.91
C -1.73 -6.31 2.15
C 1.75 -5.53 3.35
C 2.54 -5.80 2.10
C 2.09 -6.24 4.50
H 1.31 -6.43 7.82
H 2.90 -6.75 7.13
H 1.57 -7.86 6.83
H -0.01 -4.82 6.72
H -1.52 -3.40 5.74
H -1.67 -3.19 3.99
H -0.50 -2.25 4.87
H 2.62 -2.26 -2.68
H 3.69 -4.38 -3.41
H 5.25 -5.55 -1.88
H 5.72 -4.61 0.36
H 4.61 -2.52 1.08
H 1.27 -4.42 -0.96
H 1.15 -6.40 -2.41
H -0.24 -8.35 -1.72
H -1.53 -8.25 0.37
H -2.64 -6.88 1.96
H -2.03 -5.31 2.48
H -1.21 -6.77 2.99
H 2.62 -4.93 1.45
H 2.10 -6.61 1.51
H 3.56 -6.10 2.37
H 2.88 -6.98 4.44

The calculation puts the HOMO energy (alpha / beta) at -0.09787 / -0.19803 hartree. The spin multiplicity is 2. The energy is -142450.8421 eV. The expectation value of S² is 0.78. As for the net charge: -1. Its lowest unoccupied orbital energy (alpha / beta) is 2.153 / 2.008 eV. The relative energy (zero: lowest compared OMol25 entry of this formula, charge and spin) is 0.0 kJ/mol. The HOMO-LUMO gap (alpha / beta) comes out at 4.8 / 7.4 eV.



# 9
ORCA calculation (ωB97M-V/def2-TZVPD) on a molecular structure, C30H24Cl2O2PTc.

Element x y z (Å)
C -0.60 -2.02 2.99
C -0.48 -2.32 1.59
C 0.92 -2.54 1.29
H -1.27 -2.32 0.85
C 1.65 -2.44 2.53
C 0.72 -2.11 3.58
H 0.95 -1.97 4.63
H -1.53 -1.81 3.51
H 1.32 -2.78 0.31
H 2.72 -2.60 2.67
Tc 0.68 -0.58 2.08
Cl 2.78 -0.03 1.43
P 0.29 -0.17 -2.89
C 1.47 -1.42 -3.17
C 1.34 -2.35 -4.22
H 0.42 -2.36 -4.79
C 2.41 -3.20 -4.51
H 2.34 -3.90 -5.34
C 3.58 -3.13 -3.74
H 4.43 -3.75 -4.00
C 3.66 -2.28 -2.63
H 4.57 -2.26 -2.02
C 2.61 -1.43 -2.31
H 2.63 -0.77 -1.45
C -1.40 -0.63 -2.79
C -1.72 -1.99 -2.54
H -0.93 -2.69 -2.27
C -3.04 -2.42 -2.71
H -3.28 -3.48 -2.62
C -4.04 -1.49 -3.05
H -5.06 -1.85 -3.24
C -3.75 -0.12 -3.14
H -4.55 0.59 -3.33
C -2.44 0.33 -2.99
H -2.18 1.38 -3.06
C 0.76 1.50 -2.99
C 1.37 2.03 -4.15
H 1.63 1.34 -4.96
C 1.56 3.41 -4.24
H 1.99 3.84 -5.15
C 1.21 4.24 -3.17
H 1.32 5.32 -3.27
C 0.71 3.70 -1.98
H 0.46 4.36 -1.15
C 0.50 2.33 -1.87
H 0.12 1.86 -0.96
Cl -1.57 2.99 9.06
C -1.43 2.67 7.39
C -2.58 2.36 6.64
C -2.44 1.97 5.31
C -1.16 1.92 4.75
C -0.04 2.38 5.45
C -0.15 2.70 6.80
C -0.91 1.09 3.53
O -1.76 0.66 2.73
O 0.37 0.78 3.43
H -3.56 2.39 7.12
H -3.29 1.68 4.71
H 0.92 2.43 4.95
H 0.74 2.94 7.38

The calculation puts the HOMO energy (alpha / beta) at -0.39051 / -0.38899 hartree. The spin multiplicity is 4. The energy is -72119.2226 eV. The expectation value of S² is 3.79. As for the net charge: +1. Its lowest unoccupied orbital energy (alpha / beta) is -2.917 / -5.271 eV. The HOMO-LUMO gap (alpha / beta) comes out at 7.7 / 5.3 eV.



# 10
ORCA calculation (ωB97M-V/def2-TZVPD) on 2 unconnected molecules or ions with the total composition C22H33ClN4O5S.

Element x y z (Å)
C -5.01 1.66 -1.75
C -3.65 1.41 -1.11
C -2.88 2.71 -0.91
N -1.72 2.53 0.00
C -0.67 1.78 -0.59
C -0.33 0.55 -0.17
C -0.99 -0.15 0.99
C -0.24 0.17 2.28
S -0.97 -0.83 3.60
C 0.22 -0.52 4.83
N 1.45 -0.15 4.67
N 1.98 -0.02 5.95
C 1.03 -0.34 6.76
O -0.12 -0.65 6.13
C 0.82 -0.17 -0.80
O 1.26 -1.16 -0.27
C 1.39 0.34 -2.09
C 2.29 -0.52 -2.95
C 2.32 -2.01 -2.68
O 3.06 -2.59 -1.97
Cl 1.12 -2.90 -3.67
C 1.08 1.59 -2.49
C 1.62 2.25 -3.73
C 3.13 2.55 -3.70
C 3.60 3.20 -2.38
C 4.48 2.29 -1.53
N 5.10 3.02 -0.42
C 0.14 2.42 -1.66
O 0.05 3.62 -1.85
H -4.91 2.15 -2.73
H -5.63 2.30 -1.11
H -5.55 0.72 -1.90
H -3.07 0.71 -1.72
H -3.80 0.95 -0.13
H -3.52 3.46 -0.46
H -2.55 3.10 -1.88
H -1.35 3.45 0.21
H -2.03 0.18 1.07
H -1.00 -1.23 0.81
H 0.81 -0.10 2.19
H -0.35 1.23 2.52
H 1.10 -0.37 7.83
H 3.33 -0.20 -2.84
H 1.98 -0.35 -3.98
H 1.09 3.19 -3.88
H 1.39 1.62 -4.60
H 3.35 3.22 -4.53
H 3.71 1.64 -3.89
H 4.19 4.09 -2.62
H 2.74 3.54 -1.79
H 5.28 1.89 -2.18
H 3.90 1.44 -1.16
H 4.95 2.55 0.46
H 4.70 3.95 -0.33
C -2.05 -5.52 3.60
C -2.72 -4.86 2.40
C -2.73 -5.78 1.19
O -2.09 -3.62 2.09
H -1.00 -5.75 3.36
H -2.05 -4.84 4.46
H -2.55 -6.44 3.88
H -3.74 -4.59 2.67
H -1.71 -6.02 0.89
H -3.23 -5.29 0.35
H -3.26 -6.71 1.40
H -1.17 -3.80 1.86

The calculation puts the HOMO energy at -0.32649 hartree. The spin multiplicity is 1. The energy is -62903.5469 eV. Its lowest unoccupied orbital energy is -1.513 eV. As for the structure (SMILES): CCCNC1=C(CCSc2nnco2)C(=O)C(CC(=O)Cl)=C(CCCCN)C1=O.CC(C)O. The relative energy (zero: lowest compared OMol25 entry of this formula, charge and spin) is 0.0 kJ/mol. The HOMO-LUMO gap comes out at 7.4 eV.



# 11
ORCA calculation (ωB97M-V/def2-TZVPD) on 2 unconnected molecules or ions with the total composition C9H14N2OS.

Element x y z (Å)
C -0.22 5.02 -0.34
C -0.09 3.61 -0.46
C -1.79 4.03 0.83
C 1.98 -2.28 0.75
C 1.81 -3.70 0.24
C 0.91 -1.47 0.13
C 0.23 -3.78 0.05
C -0.20 -2.43 -0.20
C -1.34 1.65 0.17
N -1.33 5.22 0.44
N -1.03 3.01 0.27
O -1.32 -2.09 -0.60
S -1.24 1.03 -1.49
H 0.37 5.84 -0.70
H 0.76 3.19 -0.93
H -2.65 3.85 1.55
H 1.83 -2.31 1.84
H 2.91 -1.63 0.75
H 2.37 -3.92 -0.70
H 2.33 -4.53 0.87
H 0.51 -0.61 0.56
H 1.20 -1.03 -0.76
H -0.15 -4.61 -0.62
H -0.11 -4.00 1.08
H -1.33 -0.35 -1.03
H -1.97 1.22 0.95
H -2.44 1.07 -2.66

The calculation puts the HOMO energy at -0.26347 hartree. The spin multiplicity is 1. The energy is -25417.9124 eV. Its lowest unoccupied orbital energy is 0.187 eV. The relative energy (zero: lowest compared OMol25 entry of this formula, charge and spin) is 621.2 kJ/mol. The HOMO-LUMO gap comes out at 7.4 eV.